DFT (ωB97M-V with the def2-TZVPD basis set) results for 2 unconnected molecules or ions with the total composition C5H16N3 in a non-equilibrium geometry.

Bonds (Å) are listed after each position.
Element x y z (Å)
1 C 1.176 1.666 -1.267  C2 1.496, H3 1.043, H4 1.073, H5 1.113
2 C 0.508 2.988 -1.471  C1 1.496, H6 1.171, H7 1.184, H8 1.144
3 H 1.176 1.019 -2.086  C1 1.043
4 H 2.225 1.832 -1.115  C1 1.073
5 H 0.711 1.300 -0.325  C1 1.113
6 H 0.961 3.708 -0.667  C2 1.171
7 H -0.597 2.745 -1.120  C2 1.184
8 H 0.418 3.628 -2.415  C2 1.144
9 C -0.029 -0.282 1.824  C10 1.571, N12 1.581, H15 1.158, H16 1.124
10 C -0.785 0.864 2.587  C9 1.571, H17 1.138, H18 1.050, H24 1.180
11 C -0.214 -1.523 -0.383  N12 1.386, N13 1.317, N14 1.431
12 N -0.882 -0.819 0.606  C9 1.581, C11 1.386, H19 1.078
13 N 1.034 -1.923 -0.251  C11 1.317, H20 1.025, H21 1.053
14 N -1.031 -1.711 -1.542  C11 1.431, H22 1.039, H23 0.997
15 H 1.030 0.032 1.475  C9 1.158
16 H 0.030 -1.210 2.456  C9 1.124
17 H -0.751 1.776 1.907  C10 1.138
18 H -0.205 1.214 3.389  C10 1.050
19 H -1.580 -0.028 0.381  N12 1.078
20 H 1.752 -1.394 0.254  N13 1.025
21 H 1.614 -2.520 -0.896  N13 1.053
22 H -1.842 -1.077 -1.686  N14 1.039
23 H -0.925 -2.583 -2.013  N14 0.997
24 H -1.801 0.452 3.025  C10 1.180

Output
**Highest occupied orbital energy**: -14.5 eV
**2S+1**: 1
**Charge**: +1
**Energy relative to the best compared isomer or geometry (same formula, charge and spin)**: 58.88 kcal per mole
**Gap between HOMO and LUMO**: 11.137 eV
**Total energy**: -364.0815 hartree